[1]
Entry from the OMol25 dataset: a cluster of 11 separate species, C38H107N13O11 in total (the ωB97M-V functional and the def2-TZVPD basis).

Output
Energy relative to the best compared isomer or geometry (same formula, charge and spin)   70.26 kcal/mol
Net charge   0
HOMO level   -0.321 Eh
Kohn-Sham gap   9.25 eV
E_LUMO   0.52 eV

Last column: Löwdin charge in e.
CARTESIAN COORDINATES (ANGSTROEM)
C1 3.168362 -2.322775 -6.039528  -0.064
C2 3.747377 -1.375716 -4.995244  -0.394
C3 3.035790 -0.014948 -5.082616  -0.190
O1 3.606936 0.765179 -4.070301  -0.202
C4 2.906055 1.810128 -3.521174  -0.122
N1 3.605077 -2.045908 -3.695334  0.020
H1 3.786397 -3.216956 -6.174708  0.080
H2 3.090977 -1.855531 -7.034988  0.083
H3 2.183533 -2.740475 -5.928964  0.049
H4 4.814556 -1.222288 -5.129617  0.142
H5 1.975554 0.034034 -4.940455  0.093
H6 3.206330 0.471853 -6.116822  0.153
H7 2.658388 2.658503 -4.211576  0.107
H8 3.448802 2.194923 -2.623879  0.096
H9 1.918110 1.444057 -3.115450  0.080
H10 4.046041 -1.471617 -2.941313  0.089
H11 2.593037 -2.213835 -3.469857  0.087
C5 -8.144728 2.904399 1.607211  -0.077
C6 -8.218269 2.443563 0.208459  -0.476
C7 -7.952806 0.948450 0.096428  -0.246
O2 -6.827707 0.521391 0.815226  -0.181
C8 -5.678665 1.061823 0.078809  -0.080
N2 -9.555071 2.788727 -0.264442  0.030
H12 -8.741612 2.254474 2.233588  0.088
H13 -8.387601 3.962031 1.655743  0.085
H14 -7.136211 2.780454 1.998674  0.074
H15 -7.499332 3.053304 -0.400816  0.147
H16 -7.870236 0.686505 -0.952825  0.117
H17 -8.781963 0.410906 0.499070  0.119
H18 -4.774468 0.602167 0.595743  0.095
H19 -5.584502 2.133983 0.235178  0.075
H20 -5.756896 0.741664 -0.964326  0.085
H21 -10.241290 2.093030 -0.113587  0.049
H22 -9.598238 2.881775 -1.303403  0.090
C9 -4.057421 -2.070796 4.983842  -0.068
C10 -3.609255 -2.112693 3.531428  -0.418
C11 -2.132633 -1.737416 3.291827  -0.175
O3 -1.251007 -2.544518 4.133926  -0.263
C12 0.015983 -1.859071 4.499193  -0.061
N3 -3.832351 -3.480779 3.046731  0.053
H23 -5.054065 -2.449065 5.058719  0.069
H24 -3.987361 -1.042233 5.352171  0.085
H25 -3.473845 -2.734915 5.604489  0.070
H26 -4.224834 -1.325266 3.021790  0.142
H27 -2.012705 -0.693428 3.533798  0.107
H28 -1.783729 -1.961615 2.245876  0.121
H29 -0.231555 -1.016269 5.197291  0.093
H30 0.567390 -1.552133 3.632955  0.061
H31 0.606420 -2.606830 5.075793  0.094
H32 -3.631218 -3.672849 2.098740  0.027
H33 -3.710914 -4.225132 3.745756  0.089
C13 -3.487056 -0.466571 -4.851877  -0.047
C14 -1.979560 -0.829223 -4.663761  -0.428
C15 -1.713913 -2.265261 -5.181212  -0.183
O4 -0.362985 -2.613715 -4.863585  -0.184
C16 -0.175609 -3.973825 -4.635435  -0.134
N4 -1.112503 0.197118 -5.266238  0.054
H34 -3.682785 0.579389 -4.549185  0.080
H35 -3.982160 -1.217693 -4.281536  0.049
H36 -3.746202 -0.469241 -5.883992  0.060
H37 -1.851933 -0.868154 -3.553060  0.107
H38 -1.938573 -2.222475 -6.221914  0.112
H39 -2.465115 -2.964114 -4.606278  0.149
H40 -0.821179 -4.524614 -3.896464  0.081
H41 0.853029 -4.096084 -4.376852  0.067
H42 -0.392432 -4.661907 -5.434829  0.081
H43 -0.162277 -0.172084 -5.222932  0.040
H44 -1.345092 0.274811 -6.264086  0.081
C17 -2.213398 2.457341 -1.909837  -0.048
C18 -1.377087 3.737404 -1.973198  -0.441
C19 0.018262 3.292849 -2.406731  -0.184
O5 1.032939 4.331964 -2.494999  -0.209
C20 1.638490 4.699687 -1.312249  -0.134
N5 -1.874380 4.651426 -2.994386  0.050
H45 -1.981044 1.619397 -1.326650  0.021
H46 -2.434549 2.219516 -2.941153  0.072
H47 -3.197183 2.853720 -1.571018  0.087
H48 -1.348228 4.196852 -0.962869  0.135
H49 -0.140298 2.842480 -3.392265  0.130
H50 0.383400 2.554409 -1.733587  0.078
H51 0.858817 5.038181 -0.584038  0.099
H52 2.343632 5.478878 -1.614241  0.088
H53 2.224109 3.818736 -0.979802  0.075
H54 -2.758240 5.077367 -2.785996  0.064
H55 -1.184761 5.409059 -3.082443  0.084
C21 6.295902 0.597093 5.424564  -0.053
C22 5.094559 -0.276981 5.758913  -0.431
C23 3.862613 0.474020 5.563361  -0.311
O6 3.719025 0.914824 4.274711  -0.181
C24 2.502034 1.689527 4.170214  -0.084
N6 5.163790 -1.564840 4.982579  0.036
H56 6.201704 1.053869 4.380383  0.104
H57 7.223751 0.081412 5.594163  0.070
H58 6.377285 1.364400 6.142271  0.056
H59 5.122574 -0.600426 6.781187  0.131
H60 3.944275 1.277126 6.332327  0.137
H61 2.921578 -0.039605 5.873317  0.130
H62 2.580054 2.602286 4.763082  0.086
H63 1.523828 1.133621 4.392746  0.102
H64 2.388830 1.993951 3.131247  0.075
H65 5.153220 -1.401019 3.960921  0.076
H66 4.357488 -2.142221 5.215981  0.060
C25 -2.909916 -0.829965 -1.169743  -0.069
C26 -3.136387 -2.333374 -1.544874  -0.370
C27 -2.641222 -3.168482 -0.434418  -0.233
O7 -3.055519 -4.536725 -0.510390  -0.210
C28 -2.133977 -5.487423 -1.107925  -0.048
N7 -4.607947 -2.574672 -1.753783  0.074
H67 -2.890643 -0.602614 -0.108222  0.063
H68 -3.562821 -0.211072 -1.761272  0.058
H69 -1.921520 -0.488793 -1.476524  0.035
H70 -2.632204 -2.592934 -2.522594  0.117
H71 -3.055513 -2.765525 0.479527  0.082
H72 -1.501236 -3.035583 -0.246300  0.140
H73 -1.711342 -4.957685 -1.972525  0.059
H74 -2.728370 -6.396058 -1.418337  0.109
H75 -1.311418 -5.678695 -0.430693  0.066
H76 -4.874597 -3.482263 -1.528870  0.033
H77 -5.191360 -1.930279 -1.246815  0.056
C29 5.258187 4.086783 3.286391  -0.038
C30 4.248133 4.961475 2.587370  -0.398
C31 4.422611 6.439795 2.907380  -0.276
O8 4.105693 6.642791 4.230410  -0.192
C32 3.723334 8.006423 4.501166  -0.078
N8 4.349813 4.792458 1.100061  0.027
H78 6.074470 3.637256 2.743382  0.083
H79 4.748951 3.305295 3.797449  0.042
H80 5.728928 4.656821 4.051584  0.069
H81 3.197419 4.727609 2.822770  0.138
H82 3.771159 7.025180 2.151953  0.140
H83 5.512560 6.738418 2.814023  0.147
H84 2.754513 8.202121 3.979403  0.099
H85 4.472049 8.706975 4.113470  0.087
H86 3.641175 8.142602 5.543256  0.067
H87 3.868171 5.580419 0.597606  0.076
H88 5.287423 4.845543 0.737839  0.064
C33 0.126363 0.752330 0.611106  -0.017
C34 0.808112 -0.021988 -0.580858  -0.402
C35 2.306276 0.062326 -0.429867  -0.246
O9 2.754000 1.362570 -0.188003  -0.196
C36 4.122464 1.391262 0.193800  -0.076
N9 0.439024 -1.427614 -0.668159  0.077
H89 0.511009 1.787635 0.607174  0.076
H90 0.382225 0.273039 1.562055  0.063
H91 -0.980310 0.628571 0.494945  0.062
H92 0.531278 0.407424 -1.541642  0.113
H93 2.689033 -0.444495 -1.308711  0.100
H94 2.618814 -0.541753 0.415320  0.126
H95 4.810507 1.062584 -0.569250  0.089
H96 4.266140 0.869269 1.083581  0.066
H97 4.301901 2.438318 0.316779  0.054
H98 0.708162 -1.988357 0.096076  0.033
H99 0.903739 -1.847606 -1.456526  0.051
C37 2.828214 -4.990660 -1.468866  -0.616
O10 2.322831 -6.085044 -1.192278  -0.012
N10 2.366362 -3.834235 -0.927679  0.159
N11 3.926163 -4.880179 -2.398683  0.120
H100 1.743182 -4.018128 -0.159061  0.036
H101 2.883740 -2.946769 -0.959953  0.099
H102 3.897284 -3.953736 -2.858553  0.031
H103 3.890541 -5.677202 -3.050823  0.097
C38 0.487038 -5.214106 1.957208  -0.609
O11 0.878438 -4.143191 1.474372  -0.026
N12 -0.432121 -5.182932 2.997184  0.175
N13 1.003554 -6.434690 1.579740  0.179
H104 -0.790827 -6.052595 3.278693  0.070
H105 -0.884495 -4.355936 3.396778  0.074
H106 1.430918 -6.412141 0.651359  0.072
H107 0.556496 -7.232722 1.920535  0.074

Atoms 1-3, force components in eV/Å:
C 0.89 -0.32 -1.64
C -1.85 -0.61 0.07
C 1.29 1.27 -1.05

---

[2]
Entry from the OMol25 dataset: a structure of composition C34H68N12O2S2Y (the ωB97M-V functional and the def2-TZVPD basis).

Output
Net charge   +3
HOMO level   -0.502 Eh
Kohn-Sham gap   7.05 eV
E_LUMO   -6.61 eV

Last column: natural (NBO) charge in e.
CARTESIAN COORDINATES (ANGSTROEM)
Y1 0.071558 -1.759662 0.117765  2.041
C1 -4.262242 -4.254162 0.693265  -0.415
N1 -3.336242 -3.150362 0.522965  -0.400
C2 -2.633742 -2.738862 1.717465  -0.388
C3 -3.070342 -2.663162 -0.709535  0.713
N2 -1.928942 -2.026162 -0.955535  -0.825
C4 -1.863642 -1.314562 -2.242535  -0.247
C5 -1.223042 0.079438 -2.136235  -0.237
N3 0.101758 0.047538 -1.484635  -0.575
C6 0.473658 1.373238 -0.972835  -0.378
C7 -1.335542 0.599838 1.107465  -0.459
N4 -0.339242 -0.227062 1.746365  -0.840
C8 0.333758 0.308438 2.767065  0.700
N5 1.317558 -0.418462 3.361265  -0.405
C9 1.830258 -1.650562 2.808965  -0.390
C10 1.634258 -0.217862 4.766865  -0.415
N6 0.156058 1.566538 3.253165  -0.443
C11 1.298958 2.426438 3.508765  -0.409
C12 -1.115642 2.181638 3.576165  -0.415
C13 1.094558 -0.366162 -2.500335  -0.217
C14 2.431858 -0.796562 -1.895735  -0.251
N7 2.216958 -1.808362 -0.863435  -0.759
C15 3.130958 -2.742262 -0.720535  0.698
N8 2.778658 -3.825162 0.077265  -0.476
C16 1.708558 -4.682362 -0.313835  0.105
C17 3.756258 -4.329062 1.035365  -0.416
N9 4.364558 -2.741862 -1.246435  -0.414
C18 5.232958 -1.584862 -1.332135  -0.415
C19 4.985958 -3.970962 -1.703635  -0.413
N10 -4.034542 -2.819562 -1.660935  -0.462
C20 -3.775642 -3.501162 -2.914135  -0.409
C21 -5.431342 -2.515862 -1.406235  -0.413
H1 -3.824142 -4.986462 1.367465  0.211
H2 -4.441442 -4.746062 -0.255635  0.231
H3 -5.215342 -3.927762 1.106965  0.224
H4 -3.164242 -3.134262 2.582865  0.257
H5 -2.625842 -1.651562 1.813865  0.236
H6 -1.594042 -3.120162 1.756465  0.166
H7 -2.871442 -1.150462 -2.631035  0.245
H8 -1.321442 -1.938662 -2.966635  0.199
H9 -1.880942 0.739038 -1.565835  0.247
H10 -1.143242 0.499038 -3.148335  0.226
H11 0.553858 2.107738 -1.783335  0.251
H12 1.435858 1.286038 -0.461235  0.205
H13 -1.903242 0.013838 0.386565  0.206
H14 -2.040242 1.052338 1.799665  0.237
H15 2.058858 -1.524662 1.738865  0.182
H16 1.133558 -2.491862 2.960465  0.211
H17 2.764458 -1.885162 3.320265  0.254
H18 0.902558 0.440338 5.224265  0.233
H19 2.629758 0.210738 4.892865  0.220
H20 1.592558 -1.176362 5.286365  0.219
H21 2.213058 1.960338 3.154065  0.216
H22 1.405758 2.672938 4.566465  0.214
H23 1.149958 3.358938 2.959265  0.229
H24 -1.877642 1.428538 3.767865  0.212
H25 -1.448242 2.869238 2.791265  0.210
H26 -0.991242 2.757038 4.494665  0.235
H27 1.270558 0.447438 -3.216735  0.232
H28 0.671558 -1.211662 -3.052635  0.217
H29 2.952158 0.070238 -1.473435  0.211
H30 3.043758 -1.203162 -2.705935  0.229
H31 -0.252042 -4.827262 -0.151535  0.486
H32 1.892858 -5.679662 0.101965  0.213
H33 1.638258 -4.745462 -1.412635  0.188
H34 4.491658 -3.551262 1.231965  0.226
H35 4.274858 -5.223962 0.682165  0.216
H36 3.246058 -4.562162 1.970465  0.221
H37 4.817358 -0.746662 -0.781435  0.215
H38 5.419458 -1.297262 -2.367735  0.223
H39 6.191258 -1.847962 -0.881335  0.234
H40 4.264058 -4.781762 -1.736835  0.212
H41 5.837658 -4.260562 -1.086735  0.223
H42 5.345658 -3.799562 -2.719135  0.235
H43 -2.748542 -3.856062 -2.938735  0.206
H44 -3.969642 -2.864362 -3.778635  0.215
H45 -4.437142 -4.366862 -2.988035  0.224
H46 -5.557042 -2.027462 -0.444035  0.221
H47 -6.063442 -3.403362 -1.448235  0.213
H48 -5.777242 -1.825862 -2.179935  0.225
C22 -2.568742 7.286538 0.627265  -0.610
C23 -2.680342 6.471538 -0.658635  -0.412
C24 -2.098242 5.066438 -0.516435  -0.203
N11 -0.664742 5.155338 -0.330435  -0.595
C25 0.188058 4.185138 -0.438835  0.249
S1 -0.684242 2.165538 0.210565  0.225
N12 1.495758 4.398438 -0.230935  -0.669
C26 2.162158 5.552738 0.313265  0.686
O1 2.998158 5.336138 1.151165  -0.537
C27 1.804758 6.868038 -0.223635  -0.261
C28 1.388658 7.034338 -1.550235  -0.122
C29 1.154658 8.302738 -2.043435  -0.234
C30 1.311958 9.411538 -1.223735  -0.150
C31 1.744158 9.256038 0.085165  -0.205
C32 2.002458 7.993238 0.583465  -0.133
H49 -2.976542 8.279238 0.461765  0.237
H50 -1.534042 7.403938 0.951965  0.192
H51 -3.130342 6.816338 1.431065  0.209
H52 -2.161542 6.993238 -1.465535  0.211
H53 -3.729842 6.382338 -0.943235  0.228
H54 -2.305942 4.464238 -1.403035  0.207
H55 -2.547242 4.560338 0.344665  0.189
H56 -0.342742 6.097338 -0.100835  0.401
H57 2.069758 3.574938 -0.087735  0.395
H58 1.280458 6.170938 -2.189935  0.209
H59 0.861858 8.434238 -3.073335  0.232
H60 1.112958 10.398338 -1.612235  0.237
H61 1.893058 10.124738 0.707365  0.238
H62 2.352658 7.854038 1.594565  0.239
C33 -1.723842 -7.213162 0.378465  -0.721
S2 -1.634342 -6.017962 -0.989335  0.181
C34 -0.832542 -7.072562 -2.230935  -0.721
O2 0.451358 -4.176662 0.184265  -0.849
H63 -2.435442 -7.990162 0.113765  0.250
H64 -2.055242 -6.680462 1.264065  0.230
H65 -0.741142 -7.642662 0.551165  0.230
H66 -1.475242 -7.921662 -2.441535  0.252
H67 0.125458 -7.412962 -1.850235  0.223
H68 -0.694542 -6.485762 -3.132535  0.240

Atoms 1-3, force components in eV/Å:
Y 0.03 -0.54 0.77
C -0.35 -0.31 -0.01
N 0.05 0.13 -0.22

---

[3]
Entry from the OMol25 dataset: the ion C7H11N2O4S2 with charge -1 (the ωB97M-V functional and the def2-TZVPD basis).

Output
Energy relative to the best compared isomer or geometry (same formula, charge and spin)   24.24 kcal/mol
Net charge   -1
HOMO level (alpha / beta)   -0.161 / -0.170 Eh
Kohn-Sham gap (alpha / beta)   7.30 / 7.42 eV
E_LUMO (alpha / beta)   2.91 / 2.79 eV

Last column: natural (NBO) charge in e.
CARTESIAN COORDINATES (ANGSTROEM)
C1 -0.081001 2.565415 0.175095  0.729
C2 -3.751186 -0.407851 0.267500  0.954
C3 -1.057419 3.734663 0.208910  -0.688
C4 1.971499 -1.447618 0.452857  -0.626
C5 0.168584 -1.517305 -1.322731  -0.616
C6 0.164392 0.254348 0.592345  0.060
C7 0.441589 -1.127900 0.218204  -0.193
N1 -1.879321 1.238333 -0.361685  0.029
N2 -0.640375 1.233690 0.080428  -0.310
O1 -4.621107 0.424059 0.463450  -0.726
O2 1.127413 2.637846 0.315388  -0.557
O3 -3.685273 -1.625956 0.487723  -0.750
O4 -2.498707 -0.086623 -0.279596  -0.488
S1 0.905181 0.760104 2.155937  -0.067
S2 -0.665643 -2.196053 1.285327  -0.152
H1 -1.689620 3.537549 0.972886  0.244
H2 -1.591114 3.773654 -0.645332  0.243
H3 -0.551000 4.648030 0.333581  0.218
H4 2.035182 -2.515273 0.179579  0.207
H5 2.238297 -1.162157 1.529729  0.235
H6 2.711594 -0.921952 -0.198253  0.214
H7 0.306034 -2.586571 -1.252512  0.215
H8 0.862822 -1.047695 -1.975609  0.193
H9 -0.809842 -1.163954 -1.714501  0.241
H10 0.274090 -0.368997 2.660001  0.146
H11 -1.876585 -1.765925 0.746644  0.245

Atoms 1-3, force components in eV/Å:
C 1.02 0.33 0.20
C -1.42 -0.10 1.19
C 3.43 -1.35 -0.03

---

[4]
Entry from the OMol25 dataset: the molecule C4H8O2 (the ωB97M-V functional and the def2-TZVPD basis).

Output
Energy relative to the best compared isomer or geometry (same formula, charge and spin)   18.87 kcal/mol
Net charge   0
HOMO level   -0.366 Eh
Kohn-Sham gap   10.80 eV
E_LUMO   0.85 eV

Last column: natural (NBO) charge in e.
CARTESIAN COORDINATES (ANGSTROEM)
C1 2.030166 -0.110120 -0.071109  -0.721
C2 0.653477 0.413668 -0.393317  0.609
O1 0.453194 1.602644 -0.574981  -0.571
C3 -0.501215 -0.565854 -0.434143  -0.545
C4 -1.547491 -0.157827 0.616283  -0.043
O2 -2.183173 1.048584 0.283191  -0.722
H1 1.982837 -0.869918 0.715420  0.227
H2 2.451533 -0.592260 -0.961331  0.242
H3 2.679882 0.712676 0.231892  0.239
H4 -0.979043 -0.507571 -1.418840  0.243
H5 -0.164246 -1.594610 -0.265078  0.216
H6 -1.069697 -0.108391 1.611737  0.153
H7 -2.319390 -0.930898 0.668057  0.184
H8 -1.486830 1.659872 -0.007785  0.489

Atoms 1-3, force components in eV/Å:
C 0.06 0.04 0.05
C -0.03 0.27 0.00
O 0.09 -0.42 0.08

---

| no. | calculated total energy (a.u.) | largest force on an atom (eV Å⁻¹) |
| --- | --- | --- |
| 1 | -3051.30455 | 3.98 |
| 2 | -2977.81950 | 1.36 |
| 3 | -1480.08145 | 4.86 |
| 4 | -307.68236 | 0.44 |